The following is a quantum chemistry calculation of a 7-piece molecular cluster, C36H72IO11P overall, from OMol25.

## Properties
Energy in hartree: -2881.551835
Relative energy (zero: lowest compared OMol25 entry of this formula, charge and spin) in kcal per mole: 0.0
Gap between HOMO and LUMO in eV: 9.108
SMILES: CCOP(=O)(CCC[C@@H](C[C@H](C)I)OC=O)OCC.C1CCOC1.C1CCOC1.C1CCOC1.C1CCOC1.C1CCOC1.C1CCOC1
LUMO in Eh: 0.0127

```
121
Properties=species:S:1:pos:R:3:forces:R:3:lowdin_charge:R:1
C -1.412 2.057 5.377 -0.277 -0.107 -0.322 -0.07
C -0.629 1.355 4.287 -0.062 0.517 -0.258 -0.25
O 0.767 1.197 4.587 -0.776 -0.446 0.475 -0.18
P 1.345 -0.094 5.340 2.062 -0.450 -0.697 0.50
O 2.608 -0.504 4.695 -0.333 0.120 0.020 -0.27
C 1.704 0.320 7.066 -0.511 0.321 0.194 -0.18
C 1.679 1.823 7.374 0.058 -0.046 -0.111 -0.21
C 1.836 2.097 8.871 0.045 -0.285 -0.259 -0.12
C 0.553 2.036 9.716 0.413 -0.136 0.107 -0.28
C 0.186 3.318 10.451 0.145 0.066 -0.120 -0.20
C 0.079 4.639 9.674 -0.361 -0.197 -0.017 -0.74
C -0.326 4.548 8.211 0.061 0.538 0.033 -0.17
I 1.863 5.836 9.857 0.032 0.060 -0.009 0.83
O -0.583 1.560 8.929 -0.215 0.194 0.240 -0.06
C -1.282 0.556 9.501 0.355 -1.451 -0.081 -0.32
O -0.911 -0.595 9.527 -0.229 1.206 0.029 0.09
O 0.274 -1.274 5.240 -0.381 0.551 0.457 -0.20
C -0.781 -1.405 6.219 -0.227 -0.215 -0.094 -0.27
C -2.072 -1.814 5.525 0.350 0.111 0.193 -0.05
H -2.402 2.273 4.971 -0.071 0.020 0.022 0.09
H -0.956 3.011 5.627 0.105 0.013 0.175 0.07
H -1.562 1.445 6.263 0.181 0.073 0.182 0.06
H -0.661 1.984 3.400 0.131 -0.029 -0.104 0.12
H -1.084 0.407 4.011 0.111 -0.181 0.086 0.10
H 1.060 -0.210 7.767 -0.122 -0.078 -0.026 0.08
H 2.717 -0.052 7.208 0.062 -0.136 -0.031 0.10
H 2.514 2.294 6.855 0.039 0.045 -0.068 0.11
H 0.771 2.261 6.975 -0.069 0.088 0.070 0.07
H 2.516 1.330 9.243 0.118 0.070 0.144 0.12
H 2.340 3.047 9.026 -0.064 0.144 0.021 0.06
H 0.724 1.290 10.492 -0.121 -0.099 0.026 0.14
H 0.921 3.437 11.246 0.010 -0.010 0.105 0.10
H -0.769 3.146 10.952 -0.102 -0.010 -0.005 0.12
H -0.663 5.245 10.184 0.086 0.108 0.127 0.06
H 0.527 4.348 7.570 -0.025 -0.293 -0.079 0.06
H -0.719 5.515 7.897 0.005 0.051 -0.045 0.08
H -1.112 3.811 8.066 0.035 -0.182 -0.010 0.07
H -2.250 0.846 9.927 -0.087 0.187 -0.139 0.15
H -0.477 -2.154 6.947 0.141 -0.091 -0.029 0.12
H -0.913 -0.476 6.769 0.037 0.095 0.035 0.07
H -2.630 -2.493 6.164 -0.144 -0.024 0.001 0.08
H -1.818 -2.327 4.601 -0.111 -0.095 -0.086 0.08
H -2.691 -0.948 5.306 -0.093 0.010 -0.155 0.07
C 5.658 3.131 4.647 -0.057 0.065 0.064 -0.17
C 6.304 4.141 5.595 0.044 -0.035 -0.018 -0.17
C 5.709 3.726 6.935 -0.061 -0.013 -0.032 -0.21
O 5.493 2.317 6.860 -0.053 0.020 -0.008 -0.16
C 5.638 1.874 5.504 -0.047 -0.091 -0.023 -0.19
H 6.200 2.994 3.713 0.021 0.003 0.000 0.11
H 4.638 3.441 4.407 -0.006 -0.018 -0.008 0.11
H 7.388 4.007 5.604 0.000 0.001 0.011 0.11
H 6.091 5.179 5.344 -0.017 0.004 -0.004 0.11
H 4.748 4.224 7.111 0.019 0.042 0.001 0.11
H 6.367 3.941 7.779 -0.008 -0.024 0.022 0.11
H 6.578 1.318 5.414 0.002 0.013 -0.012 0.12
H 4.814 1.203 5.257 0.003 -0.027 0.033 0.10
C 1.844 -3.085 1.880 -0.043 -0.084 -0.038 -0.16
C 2.638 -2.910 0.586 0.034 0.039 0.028 -0.16
C 1.646 -2.147 -0.284 -0.064 -0.047 0.056 -0.22
O 0.864 -1.350 0.604 -0.035 -0.022 -0.008 -0.15
C 1.098 -1.763 1.960 0.066 0.118 -0.023 -0.20
H 2.463 -3.264 2.757 0.020 0.043 0.007 0.11
H 1.141 -3.916 1.778 0.003 0.004 -0.002 0.11
H 3.524 -2.300 0.773 -0.003 0.007 0.001 0.12
H 2.957 -3.848 0.135 -0.013 -0.012 -0.003 0.11
H 0.980 -2.831 -0.823 0.053 -0.021 -0.034 0.12
H 2.131 -1.494 -1.012 -0.005 0.013 -0.006 0.11
H 1.701 -1.006 2.465 -0.002 -0.025 0.038 0.10
H 0.141 -1.848 2.476 -0.037 0.022 -0.045 0.11
C -0.145 -0.373 -2.799 0.059 0.004 -0.036 -0.17
C 0.134 0.869 -1.958 -0.012 0.030 -0.006 -0.17
C 0.651 1.840 -3.012 0.028 -0.064 -0.032 -0.21
O -0.008 1.502 -4.233 0.023 -0.034 0.000 -0.14
C -0.673 0.239 -4.090 0.033 0.089 0.134 -0.20
H -0.852 -1.062 -2.340 -0.007 0.005 0.019 0.11
H 0.786 -0.914 -2.986 -0.010 -0.006 -0.016 0.10
H -0.795 1.241 -1.521 -0.003 0.003 -0.003 0.12
H 0.842 0.700 -1.148 -0.019 -0.028 0.017 0.10
H 1.733 1.730 -3.152 0.004 0.015 0.041 0.11
H 0.440 2.883 -2.772 -0.002 0.014 -0.029 0.11
H -1.749 0.410 -4.042 -0.047 -0.047 -0.031 0.11
H -0.466 -0.372 -4.970 0.003 0.039 -0.042 0.11
C -5.077 -0.218 -7.328 0.043 0.051 -0.014 -0.17
C -3.889 -0.915 -7.989 -0.024 -0.023 0.009 -0.16
C -2.759 -0.568 -7.034 0.064 0.080 0.044 -0.20
O -3.350 -0.459 -5.731 -0.120 -0.041 -0.038 -0.16
C -4.772 -0.428 -5.849 0.025 -0.075 -0.025 -0.21
H -6.044 -0.623 -7.620 -0.001 -0.018 -0.002 0.11
H -5.066 0.848 -7.568 -0.005 0.003 0.007 0.11
H -4.049 -1.996 -8.007 0.012 -0.003 0.000 0.11
H -3.694 -0.588 -9.009 -0.037 -0.018 -0.021 0.10
H -2.300 0.394 -7.289 -0.008 -0.008 -0.034 0.12
H -1.981 -1.328 -7.015 0.005 -0.004 0.031 0.09
H -5.176 -1.384 -5.496 -0.044 0.016 -0.009 0.11
H -5.165 0.368 -5.214 0.027 0.003 0.022 0.11
C -1.998 -1.193 -13.352 -0.002 -0.069 0.019 -0.17
C -3.375 -1.577 -13.889 -0.002 0.063 -0.011 -0.17
C -4.137 -1.863 -12.602 0.052 -0.041 0.024 -0.21
O -3.579 -1.005 -11.607 -0.009 0.002 0.006 -0.16
C -2.365 -0.423 -12.090 -0.020 0.041 -0.015 -0.20
H -1.404 -0.602 -14.047 -0.010 0.012 -0.013 0.11
H -1.431 -2.091 -13.096 0.006 0.005 0.006 0.11
H -3.823 -0.731 -14.414 -0.006 -0.001 0.003 0.11
H -3.361 -2.429 -14.567 0.013 -0.015 0.005 0.11
H -4.003 -2.904 -12.285 -0.016 -0.012 -0.033 0.11
H -5.206 -1.663 -12.684 -0.007 0.015 0.031 0.12
H -2.544 0.635 -12.309 0.034 0.001 -0.016 0.12
H -1.605 -0.492 -11.311 -0.025 -0.011 0.035 0.12
C 0.121 -5.023 -7.462 -0.068 -0.016 0.020 -0.17
C -0.414 -5.315 -8.863 0.061 0.021 -0.018 -0.17
C -1.358 -4.139 -9.081 -0.040 -0.008 0.057 -0.20
O -0.803 -3.042 -8.355 0.017 0.003 -0.026 -0.16
C 0.235 -3.504 -7.488 0.036 -0.002 -0.053 -0.20
H 1.069 -5.511 -7.242 0.013 -0.003 -0.017 0.11
H -0.606 -5.335 -6.710 0.002 0.007 0.006 0.11
H 0.401 -5.287 -9.589 -0.004 0.004 -0.004 0.11
H -0.915 -6.278 -8.949 -0.011 -0.006 0.018 0.11
H -2.357 -4.353 -8.687 -0.004 -0.028 -0.026 0.12
H -1.455 -3.857 -10.130 -0.005 0.039 0.004 0.11
H 1.201 -3.184 -7.893 0.017 -0.018 0.030 0.12
H 0.105 -3.049 -6.505 -0.025 0.031 -0.009 0.11
```
Forces are in eV/Å.

The following is a quantum chemistry calculation of a 14-piece molecular cluster, C5H39NO15 overall, from OMol25.

## Properties
Energy in hartree: -1397.157838
Relative energy (zero: lowest compared OMol25 entry of this formula, charge and spin) in kcal per mole: 139.7
Gap between HOMO and LUMO in eV: 9.540
LUMO in Eh: 0.0032

```
60
Properties=species:S:1:pos:R:3:forces:R:3:nbo_charge:R:1
C -0.186 0.040 -0.119 0.846 0.047 -1.463 -0.22
N 0.479 1.285 -0.737 -1.162 -1.155 2.460 -0.70
C 1.118 2.095 0.360 -1.385 0.812 -2.040 0.09
O 0.982 3.484 0.028 0.782 0.492 1.287 -0.77
C -1.321 -0.566 -1.013 0.309 0.649 0.897 -0.44
C -0.810 -1.872 -1.591 -2.105 -0.266 0.619 -0.43
C -1.239 -2.998 -0.681 3.005 -1.048 0.145 -0.06
O -0.906 -2.757 0.658 2.163 0.201 0.229 -0.77
H 0.628 -0.692 0.175 -1.142 0.559 -0.457 0.20
H -0.657 0.321 0.767 -0.506 0.743 1.599 0.20
H 1.040 0.823 -1.416 1.530 0.341 -0.445 0.36
H 2.189 2.020 0.571 -0.203 -0.816 -0.047 0.18
H 0.484 1.906 1.242 0.828 -0.029 -0.520 0.16
H 0.551 3.730 -0.781 -0.534 -0.745 -0.617 0.49
H -1.713 0.203 -1.674 0.409 -0.053 -0.578 0.22
H -2.189 -0.727 -0.340 0.461 -0.257 -0.285 0.21
H 0.246 -1.844 -1.530 1.116 -0.126 -0.670 0.19
H -1.212 -2.257 -2.523 0.284 0.764 -0.726 0.21
H -0.457 -3.778 -0.933 -1.759 -0.243 -0.267 0.16
H -2.283 -3.241 -0.722 -0.445 -0.448 -0.558 0.18
H -1.702 -2.677 1.120 -2.247 0.336 1.073 0.48
H 3.313 -0.420 0.508 0.365 -0.435 -0.875 0.50
H 3.930 -0.832 1.833 0.910 -0.590 0.065 0.48
O 3.218 -0.354 1.446 -1.159 1.035 1.014 -0.97
H -3.009 3.151 -0.789 -7.815 1.604 3.231 0.46
H -1.825 2.402 -0.604 2.570 -3.557 3.053 0.48
O -2.240 2.995 -1.115 5.159 1.992 -5.962 -0.92
H 2.149 1.643 -4.207 2.015 -0.870 -0.356 0.47
H 3.155 1.606 -3.144 0.614 -0.146 -0.190 0.47
O 3.087 1.278 -4.059 -2.453 1.526 0.452 -0.93
H 0.255 -2.504 4.238 -2.062 1.924 -1.647 0.51
H -0.841 -2.054 3.105 -0.954 -1.428 -2.061 0.49
O -0.361 -1.772 3.838 3.084 -0.808 3.802 -0.97
H -3.878 1.469 1.588 0.622 -0.531 -0.151 0.48
H -2.600 1.713 2.381 0.515 -0.317 -0.148 0.51
O -2.939 1.192 1.625 -1.212 0.824 -0.105 -0.98
H -0.205 1.694 -2.914 -1.099 0.860 0.588 0.46
H -1.471 2.642 -2.628 0.136 -0.249 0.577 0.51
O -0.866 2.303 -3.296 1.125 -0.614 -1.522 -1.00
H 0.419 0.180 -4.335 -0.027 -1.077 -0.100 0.49
H 3.401 -0.446 -3.036 -0.087 0.146 -0.403 0.49
O 2.859 -0.938 -2.415 -1.793 -0.376 -0.709 -1.03
H -0.935 2.839 2.471 -0.485 -0.807 1.624 0.47
H -0.247 1.652 2.933 1.549 -1.663 0.349 0.50
O -1.017 2.133 3.190 -1.005 2.824 -1.534 -0.97
H 4.205 -2.645 -0.630 0.450 0.377 0.485 0.47
H 4.142 -1.368 -1.298 -0.377 0.606 -0.643 0.49
O 4.571 -1.744 -0.533 0.139 -1.285 0.301 -0.97
H 0.490 -1.305 -4.795 -0.652 -1.333 -2.041 0.49
H 1.986 -1.055 -2.935 1.729 0.291 0.904 0.52
O 0.679 -0.736 -4.098 0.378 2.354 1.956 -0.95
H -3.311 -2.021 2.302 -0.481 -1.244 -0.666 0.50
H -3.349 -3.564 1.922 -0.271 0.337 0.068 0.47
O -3.498 -2.680 1.555 0.414 0.502 0.849 -0.99
H 1.861 0.219 2.568 1.706 -0.849 -0.748 0.51
H 0.554 -0.418 3.265 0.677 -0.085 -0.212 0.50
O 0.991 0.357 2.869 -2.335 1.051 1.004 -1.03
H -2.692 -0.288 2.677 0.216 1.297 -0.859 0.50
H -2.254 -0.714 4.084 0.593 0.028 0.465 0.50
O -2.921 -0.830 3.418 -0.943 -1.068 0.507 -0.98
```
Forces are in eV/Å.

The following is a quantum chemistry calculation of a 2-piece molecular cluster, C3H9N2 overall, from OMol25.

## Properties
Energy in hartree: -228.914648
Total charge: +1
Relative energy (zero: lowest compared OMol25 entry of this formula, charge and spin) in kcal per mole: 45.3
Gap between HOMO and LUMO in eV: 7.575
LUMO in Eh: -0.1879

```
14
Properties=species:S:1:pos:R:3:forces:R:3:nbo_charge:R:1
C -1.284 1.883 0.044 -0.034 0.007 0.112 0.14
N -0.050 1.725 0.281 -0.160 -0.248 0.203 -0.59
H -1.891 1.006 -0.144 0.028 0.005 -0.213 0.22
H -1.745 2.864 0.055 0.048 0.033 0.088 0.23
H 0.519 2.511 0.599 0.040 -0.144 -0.347 0.44
H 0.371 0.730 0.289 0.137 0.397 0.367 0.45
C 1.325 -0.865 0.628 0.061 -0.221 -0.018 -0.67
C 0.282 -1.553 0.101 -0.040 -0.315 0.367 0.07
N -0.126 -1.669 -1.190 0.491 0.456 0.203 -0.78
H 2.225 -0.576 0.095 -0.313 0.320 -0.365 0.24
H 1.437 -0.892 1.704 0.050 -0.246 -0.017 0.24
H -0.298 -2.161 0.793 -0.326 0.364 -0.015 0.22
H 0.300 -1.060 -1.863 0.141 -0.081 -0.357 0.39
H -1.065 -1.945 -1.392 -0.122 -0.326 -0.007 0.41
```
Forces are in eV/Å.

The following is a quantum chemistry calculation of a 12-piece molecular cluster, C3H31NO11S2 overall, from OMol25.

## Properties
<S²>: 0.751
Energy in hartree: -1811.582615
Total charge: -1
Gap between HOMO and LUMO (spin up / spin down) in eV: 2.067 / 6.861
2S+1: 2
LUMO (spin up / spin down) in Eh: 0.0871 / 0.0851

```
48
Properties=species:S:1:pos:R:3:forces:R:3:nbo_charge:R:1
N 2.896 -0.432 1.132 -0.056 -1.295 -0.827 -0.87
C 1.788 -0.047 0.324 -3.273 2.764 0.329 -0.12
C 1.441 1.503 0.419 0.655 -0.343 -0.103 -0.61
C 0.502 -0.716 0.772 -2.322 -0.832 2.524 -0.54
S 0.812 -2.434 1.479 0.526 0.290 -1.128 -0.18
S -0.547 -2.457 3.094 -0.882 -0.465 0.904 -0.65
H 3.690 0.031 0.830 1.950 1.007 -0.124 0.36
H 2.819 -0.551 2.137 -0.503 0.068 -0.567 0.38
H 1.770 -0.022 -0.767 1.477 -1.643 -0.050 0.23
H 1.670 1.829 1.425 0.127 0.441 0.267 0.17
H 1.983 2.083 -0.353 0.010 -0.175 0.602 0.19
H 0.388 1.674 0.257 -0.318 -0.013 -0.073 0.23
H 0.039 -0.183 1.720 1.032 -0.811 -1.993 0.24
H -0.351 -0.834 0.026 1.620 0.638 0.953 0.25
H -1.386 -3.515 2.811 0.289 0.562 -0.136 0.08
H 0.406 -1.274 -2.668 0.518 -0.286 0.039 0.48
H 1.258 -2.087 -1.676 0.974 -0.199 0.195 0.50
O 0.374 -1.784 -1.836 -2.267 -0.165 -0.061 -1.05
H -3.180 -1.087 0.151 1.493 -2.441 -1.412 0.51
H -4.282 -0.804 1.186 -1.018 -1.077 0.950 0.47
O -3.631 -0.445 0.629 -0.549 3.606 0.518 -1.01
H -1.151 2.408 4.280 -7.100 -4.080 8.249 0.44
H 0.117 2.100 3.682 -0.168 -0.040 0.153 0.50
O -0.643 2.698 3.699 6.671 4.469 -8.246 -0.96
H 3.072 -2.277 -0.568 0.240 0.337 2.202 0.49
H 2.942 -3.290 -1.685 0.032 1.276 0.208 0.47
O 2.922 -2.319 -1.488 0.263 -1.817 -2.150 -0.94
H -1.803 -0.603 -3.220 -0.284 0.631 -1.098 0.48
H -2.192 0.836 -3.510 0.241 -0.588 -0.513 0.48
O -1.922 0.020 -3.987 -0.150 -0.154 1.674 -0.97
H -0.477 1.694 -2.072 -0.270 0.259 0.226 0.51
H 0.345 2.659 -2.928 -0.088 1.818 -0.682 0.47
O 0.345 1.802 -2.577 0.922 -1.945 0.195 -0.99
H -1.296 -2.047 -1.357 2.188 0.398 -0.455 0.50
H -2.224 -3.067 -0.932 -0.450 -2.922 0.500 0.47
O -2.166 -2.159 -1.019 -1.701 2.428 0.030 -1.00
H -2.097 1.566 -0.468 0.300 0.370 -0.255 0.53
H -1.879 2.958 -0.959 0.164 2.452 0.936 0.47
O -1.921 2.099 -1.281 -0.701 -2.845 -0.588 -0.98
H -1.815 2.001 2.083 0.489 2.246 2.239 0.48
H -2.638 0.925 1.449 2.700 0.395 -0.504 0.50
O -1.697 1.388 1.410 -3.273 -2.770 -1.861 -1.01
H 1.022 0.360 -3.518 -0.261 -1.241 -0.471 0.51
H 0.248 -0.507 -4.470 -2.731 0.317 -2.143 0.48
O 0.965 -0.567 -3.913 3.034 1.656 1.589 -0.95
H 2.086 1.240 3.410 -0.783 0.194 0.425 0.47
H 1.937 0.474 4.678 -0.838 0.297 0.063 0.48
O 1.461 1.161 4.169 2.071 -0.770 -0.530 -0.98
```
Forces are in eV/Å.